A molecular structure, C36H72O72S18 in a non-equilibrium geometry, computed with ωB97M-V/def2-TZVPD.

Summary:
* energy above the lowest of the compared OMol25 structures with the same formula, charge and spin: 292.6 kcal per mole
* gap between HOMO and LUMO: 9.0 eV
* total energy: -13998.7016 Eh

Last column: Löwdin charge in e.
Positions of all 198 atoms, in Å:
C: -1.716 5.491 5.322  -0.18
C: -0.331 6.100 4.974  -0.18
O: 0.339 5.254 4.112  -0.20
S: -0.699 4.076 3.613  0.75
O: 0.018 2.795 3.544  -0.25
O: -1.468 4.453 2.402  -0.24
O: -1.677 4.134 4.965  -0.18
H: -2.568 6.001 4.874  0.13
H: -1.934 5.464 6.389  0.13
H: 0.349 6.128 5.825  0.12
H: -0.251 7.088 4.520  0.13
C: -1.384 -4.213 -2.449  -0.18
C: -2.202 -3.428 -1.361  -0.13
O: -3.252 -4.354 -0.965  -0.25
S: -3.270 -5.782 -1.833  0.78
O: -4.653 -5.930 -2.279  -0.23
O: -2.518 -6.717 -0.955  -0.26
O: -2.385 -4.995 -2.982  -0.22
H: -0.674 -4.933 -2.040  0.13
H: -0.889 -3.598 -3.200  0.12
H: -2.707 -2.565 -1.795  0.09
H: -1.624 -3.234 -0.458  0.11
C: -1.805 -5.836 3.727  -0.17
C: -2.056 -5.983 2.219  -0.21
O: -2.400 -4.746 1.726  -0.19
S: -1.564 -3.563 2.660  0.75
O: -2.631 -2.645 3.060  -0.24
O: -0.304 -3.087 2.101  -0.24
O: -1.154 -4.611 3.835  -0.19
H: -1.166 -6.597 4.175  0.12
H: -2.722 -5.895 4.312  0.13
H: -2.852 -6.583 1.778  0.14
H: -1.111 -6.215 1.728  0.12
C: -5.419 -2.038 -3.199  -0.21
C: -5.930 -2.638 -1.888  -0.20
O: -7.218 -2.139 -1.685  -0.18
S: -7.586 -0.830 -2.701  0.75
O: -7.097 0.394 -2.144  -0.23
O: -8.982 -0.959 -3.073  -0.23
O: -6.427 -1.298 -3.807  -0.19
H: -4.968 -2.837 -3.787  0.12
H: -4.676 -1.317 -2.861  0.10
H: -5.264 -2.322 -1.085  0.10
H: -5.926 -3.715 -2.059  0.11
C: 0.638 0.091 0.939  -0.11
C: 1.677 -0.953 0.532  -0.21
O: 1.393 -1.396 -0.735  -0.18
S: 0.614 -0.289 -1.648  0.75
O: -0.653 -0.820 -2.188  -0.25
O: 1.499 0.386 -2.610  -0.26
O: 0.318 0.727 -0.354  -0.22
H: 1.140 0.806 1.591  0.13
H: -0.309 -0.314 1.296  0.13
H: 1.620 -1.765 1.257  0.12
H: 2.605 -0.384 0.474  0.13
C: -2.770 1.263 -3.902  -0.20
C: -1.771 0.684 -5.006  -0.15
O: -2.477 0.415 -6.238  -0.24
S: -3.931 1.199 -6.108  0.80
O: -4.898 0.387 -6.869  -0.24
O: -3.807 2.654 -6.374  -0.25
O: -4.003 0.971 -4.406  -0.19
H: -2.659 2.347 -3.884  0.13
H: -2.594 0.806 -2.928  0.11
H: -1.201 -0.203 -4.727  0.10
H: -0.963 1.353 -5.302  0.12
C: 0.050 -2.536 -8.629  -0.16
C: -0.472 -1.301 -7.923  -0.23
O: -0.371 -1.490 -6.564  -0.21
S: 0.705 -2.728 -6.227  0.75
O: 0.067 -3.942 -5.741  -0.23
O: 1.800 -2.077 -5.487  -0.24
O: 1.083 -2.996 -7.797  -0.19
H: 0.338 -2.303 -9.654  0.15
H: -0.676 -3.341 -8.514  0.12
H: -1.541 -1.254 -8.133  0.11
H: -0.053 -0.336 -8.207  0.14
C: 3.221 -9.049 2.495  -0.24
C: 2.003 -9.306 1.698  -0.17
O: 1.091 -8.206 1.935  -0.20
S: 1.572 -7.317 3.260  0.77
O: 1.112 -7.982 4.530  -0.27
O: 1.254 -5.940 2.990  -0.21
O: 3.140 -7.728 2.890  -0.18
H: 4.064 -9.079 1.805  0.14
H: 3.567 -9.802 3.204  0.14
H: 1.619 -10.246 2.096  0.13
H: 2.116 -9.442 0.623  0.14
C: -3.854 -3.201 -8.096  -0.17
C: -3.792 -2.880 -6.602  -0.23
O: -5.054 -2.502 -6.227  -0.22
S: -6.189 -3.479 -6.994  0.75
O: -7.331 -2.748 -7.403  -0.20
O: -6.313 -4.707 -6.202  -0.24
O: -5.186 -3.716 -8.340  -0.20
H: -3.162 -4.015 -8.312  0.12
H: -3.605 -2.459 -8.855  0.12
H: -3.071 -2.137 -6.262  0.12
H: -3.586 -3.845 -6.141  0.13
C: -2.983 1.857 1.754  -0.18
C: -2.842 2.418 0.294  -0.17
O: -3.860 1.796 -0.430  -0.17
S: -4.071 0.272 0.143  0.78
O: -3.262 -0.548 -0.740  -0.26
O: -5.528 -0.149 0.216  -0.26
O: -3.478 0.533 1.679  -0.20
H: -3.653 2.416 2.408  0.13
H: -1.962 1.748 2.118  0.10
H: -1.895 2.017 -0.068  0.12
H: -2.794 3.507 0.270  0.12
C: 4.739 -0.490 -3.982  -0.17
C: 4.683 -1.580 -2.982  -0.17
O: 4.896 -2.800 -3.750  -0.22
S: 5.919 -2.553 -5.005  0.75
O: 5.711 -3.617 -5.993  -0.22
O: 7.222 -2.397 -4.298  -0.27
O: 5.201 -1.108 -5.209  -0.20
H: 5.449 0.145 -3.452  0.12
H: 3.833 0.115 -4.025  0.12
H: 3.727 -1.657 -2.465  0.12
H: 5.461 -1.419 -2.236  0.12
C: 0.863 -1.536 6.229  -0.18
C: 0.227 -1.184 4.895  -0.14
O: 1.194 -1.690 3.987  -0.25
S: 2.765 -1.537 4.505  0.80
O: 3.211 -0.238 3.960  -0.28
O: 3.565 -2.785 4.314  -0.25
O: 2.241 -1.335 6.097  -0.21
H: 0.915 -2.561 6.595  0.14
H: 0.721 -1.057 7.198  0.13
H: 0.061 -0.142 4.623  0.13
H: -0.718 -1.683 4.677  0.11
C: 0.488 6.651 0.595  -0.12
C: 0.906 7.619 -0.553  -0.10
O: -0.334 7.758 -1.428  -0.23
S: -1.666 6.815 -0.865  0.75
O: -1.635 5.384 -1.268  -0.28
O: -2.962 7.434 -1.053  -0.22
O: -0.998 6.766 0.615  -0.26
H: 0.780 6.951 1.602  0.12
H: 0.861 5.639 0.441  0.10
H: 1.694 7.210 -1.185  0.10
H: 1.325 8.517 -0.100  0.12
C: 2.368 2.387 6.003  -0.23
C: 2.636 3.921 6.226  -0.18
O: 1.669 4.322 7.162  -0.21
S: 0.692 3.028 7.667  0.76
O: -0.698 3.432 7.827  -0.23
O: 1.285 2.180 8.686  -0.23
O: 1.027 2.314 6.215  -0.21
H: 2.962 1.823 6.722  0.12
H: 2.826 2.002 5.091  0.11
H: 2.528 4.580 5.365  0.12
H: 3.643 4.200 6.534  0.11
C: -4.754 0.238 6.533  -0.24
C: -3.946 0.836 5.362  -0.15
O: -2.609 0.441 5.658  -0.22
S: -2.436 -0.304 7.173  0.80
O: -1.342 0.268 7.994  -0.24
O: -2.662 -1.742 7.077  -0.24
O: -3.913 0.393 7.614  -0.19
H: -4.902 -0.831 6.379  0.12
H: -5.748 0.646 6.717  0.14
H: -3.950 1.902 5.591  0.13
H: -4.420 0.530 4.429  0.14
C: 7.806 1.982 3.249  -0.13
C: 6.704 1.199 2.530  -0.18
O: 5.604 1.322 3.387  -0.24
S: 5.898 1.687 5.014  0.79
O: 5.697 0.595 5.972  -0.22
O: 5.558 3.109 5.346  -0.26
O: 7.500 1.796 4.648  -0.23
H: 7.497 3.015 3.084  0.12
H: 8.840 1.778 2.971  0.14
H: 6.875 0.125 2.458  0.14
H: 6.404 1.667 1.592  0.11
C: 2.894 5.874 -4.793  -0.15
C: 3.862 4.743 -4.324  -0.18
O: 3.076 3.658 -3.863  -0.21
S: 1.530 4.199 -3.403  0.78
O: 1.466 4.724 -2.040  -0.25
O: 0.489 3.258 -3.861  -0.24
O: 1.584 5.414 -4.531  -0.20
H: 2.921 5.956 -5.880  0.13
H: 3.011 6.857 -4.337  0.13
H: 4.599 4.893 -3.535  0.09
H: 4.516 4.397 -5.124  0.13
C: 5.819 4.298 0.408  -0.17
C: 4.985 4.866 -0.774  -0.14
O: 3.615 4.718 -0.376  -0.23
S: 3.474 3.551 0.799  0.68
O: 3.611 2.270 0.292  -0.19
O: 2.330 3.787 1.690  -0.23
O: 4.884 4.081 1.494  -0.20
H: 6.654 4.928 0.715  0.13
H: 6.385 3.393 0.188  0.11
H: 5.132 4.217 -1.638  0.12
H: 5.244 5.924 -0.794  0.14